97
Properties=species:S:1:pos:R:3 method="wB97M-V/def2-TZVPD" total_charge=-1 max_force_ev_per_a=4.703
C 3.144 -1.281 2.355
O 1.600 -2.293 0.593
H 2.560 4.944 -7.423
H 0.192 1.023 3.933
H -2.493 -3.813 4.152
H 4.661 6.443 -7.150
H 2.873 0.274 -1.308
H -5.408 -6.924 2.026
H 3.733 2.242 0.620
H -7.230 -5.213 -0.533
H -3.400 -3.861 0.215
H 5.974 -0.802 1.017
H 2.822 -4.436 1.885
C 5.891 -1.359 2.047
O 0.716 -4.226 -0.767
C -1.910 0.939 2.805
C -8.238 -5.070 1.342
H 0.851 0.834 -2.552
H -6.065 -3.182 1.573
C 1.637 -1.919 2.007
N -5.720 -5.174 0.903
H 4.380 -2.879 1.094
H 2.035 3.046 0.170
Br -3.368 2.332 2.867
H -0.945 -3.568 1.999
P 1.717 0.724 1.373
H -4.117 -5.776 2.094
H 2.862 7.905 -7.511
C 2.731 1.451 -1.302
O 0.806 -0.668 1.997
B 1.589 -3.742 0.361
C 0.870 -2.796 3.152
H 1.905 4.668 -4.415
H -5.053 -5.739 4.247
H -3.906 -2.260 0.773
H -0.724 2.687 3.691
H -0.928 -4.945 4.187
H 3.810 0.026 3.816
H -1.651 -2.513 5.746
O 3.373 -0.878 3.780
H 2.234 1.175 2.640
H -1.321 -1.872 2.939
H 4.556 -2.963 2.968
H -1.834 0.600 1.678
F 1.798 2.540 -3.455
C 2.335 7.610 -6.596
H 6.791 -2.094 2.264
H -5.700 -4.263 3.536
H -5.825 -3.372 -0.159
H 1.167 5.759 -3.252
H 3.158 4.052 -6.007
H 2.417 9.607 -5.731
C -5.487 -3.728 0.821
C 4.470 -2.195 2.059
C -0.770 -2.903 2.960
H 1.019 8.648 -5.195
H 1.050 9.329 -6.820
H 2.523 7.587 -3.828
C -7.073 -5.566 0.494
H 1.556 6.901 -6.893
H -6.714 -5.714 3.675
C 2.629 2.032 0.263
H 5.851 -0.578 2.921
O -0.965 -3.230 5.535
C 3.446 4.719 -6.823
O 2.357 -4.780 1.068
H -0.425 2.166 0.867
C 1.605 5.707 -4.254
O 3.235 -0.195 1.323
H 3.638 1.956 -1.875
H 0.815 5.956 -4.966
H 3.615 6.250 -3.735
C -1.318 -3.840 4.232
C -4.017 -3.334 0.949
H 0.840 3.055 1.993
H -9.179 -5.240 0.808
H 4.935 5.681 -5.614
C -5.212 -5.847 2.099
H 0.610 2.496 -1.590
N 3.299 7.000 -5.673
C 4.137 5.975 -6.306
C 0.312 2.010 1.764
H 1.198 0.275 0.107
H -0.043 -3.556 -0.909
C 1.375 1.844 -2.197
C -5.706 -5.353 3.457
H -2.177 0.048 3.522
H 1.021 -2.205 4.178
H 4.137 4.157 -7.461
H -3.625 -3.542 1.949
H -7.127 -6.659 0.422
H -8.175 -4.001 1.558
C 2.798 6.657 -4.342
H 1.307 -3.868 3.346
H -8.311 -5.615 2.286
C 1.671 8.870 -6.045
C -0.476 1.633 3.190

104
Properties=species:S:1:pos:R:3 method="wB97M-V/def2-TZVPD" total_charge=+1 max_force_ev_per_a=6.381
C 1.840 0.012 -2.667
H -1.422 -3.374 5.996
C 0.239 -4.251 4.839
H 4.421 7.417 -5.095
C 3.222 -1.751 -1.899
C 3.542 8.112 -3.234
O 3.558 3.668 -1.817
H -5.395 -1.353 5.241
H 0.655 -4.304 5.915
H -3.399 -5.677 2.770
H 3.404 2.551 -0.122
N -3.296 -2.434 3.988
N -4.841 0.276 0.655
H 5.381 3.434 1.002
H -6.013 -5.053 5.320
H -1.302 -5.954 4.995
H -1.279 -0.216 2.993
C -2.362 -6.068 0.264
H -5.652 -0.179 0.213
H 3.836 4.177 -3.779
H -7.582 -4.201 4.904
H -3.521 -2.378 5.008
H 2.957 -2.616 -5.584
H 1.091 0.602 -2.130
O 3.607 9.320 -5.349
C -0.974 -3.169 4.945
C -2.174 -3.452 3.922
H -5.170 -0.593 3.258
H -5.082 -6.507 0.448
P -0.832 -2.026 1.672
O -2.602 -6.748 -0.769
H -1.056 -4.426 2.275
C -5.676 -5.707 -0.097
C 2.074 -2.123 -5.174
H -6.056 -1.538 1.979
O 4.768 8.628 -2.718
C 4.658 9.992 -2.334
H 3.776 -1.679 -2.837
C -4.511 -2.819 3.149
H 5.666 9.502 -5.033
H 0.853 -1.718 0.185
O -0.509 -0.781 2.786
H 3.743 -1.191 -1.116
C 3.575 8.024 -4.755
C -5.013 -1.418 2.462
I 1.895 -3.597 3.596
H 5.319 3.685 -2.944
H 4.075 10.074 -1.411
C -0.280 -5.751 4.529
O -6.086 -2.041 5.167
H -2.655 -4.424 4.326
C -4.238 -3.966 2.062
H 0.448 -0.617 -4.212
C -2.595 -4.457 0.211
C 4.250 3.483 -3.045
H 0.477 -6.448 5.053
C 5.875 5.825 -1.036
H 2.690 8.711 -2.894
H 3.175 -2.802 -1.604
O 6.106 4.501 -0.570
C 4.197 2.998 -0.730
H -6.667 -5.121 3.578
O 2.410 -0.768 -4.903
H 4.197 10.598 -3.117
H -3.261 -4.278 -0.694
C -1.780 -3.524 2.374
H 2.655 7.540 -5.099
H 5.900 6.525 -0.197
H 2.801 0.529 -2.580
C 4.986 3.974 0.135
H -6.758 -6.054 -0.170
H 4.921 5.909 -1.560
H -4.279 0.669 -0.117
C -6.551 -4.450 4.487
H 4.840 2.188 -1.093
H 4.097 2.461 -3.407
C -4.042 -0.793 1.373
H -2.889 -1.517 3.744
H 5.154 9.107 -6.703
O 0.498 -2.482 0.717
H -0.613 -2.091 4.988
H 3.426 7.102 -2.827
H -1.554 -4.077 -0.137
H -3.649 -1.485 0.568
H 1.272 -2.165 -5.918
H 5.663 10.376 -2.147
S -5.635 -4.037 0.772
H -5.291 -5.561 -1.170
H -2.025 -6.512 1.263
H 1.302 0.898 -4.542
H 4.341 4.778 0.505
H -0.250 -6.033 3.426
H 4.903 10.738 -6.048
O -7.005 -3.866 1.356
C 1.414 -0.108 -4.125
N -2.914 -3.801 1.464
H -3.212 -0.222 1.921
H 1.770 -2.655 -4.269
H 6.676 6.085 -1.732
B -5.677 -3.113 4.261
O 1.890 -1.269 -2.034
O -5.471 -3.019 -0.322
C 4.907 9.675 -5.800
O -4.298 -5.334 2.603

What are the HOMO energy values for these records? In order: -5.1, -10.3 eV.